[1]
This record from the OMol25 dataset describes C28H27AsCl6NNbO3S2 as an isolated structure at a distorted geometry. The level of theory is ωB97M-V/def2-TZVPD.

```
69
Properties=species:S:1:pos:R:3:forces:R:3:nbo_charge:R:1
C 12.62298 10.86236 10.44646 0.6 0.8 0.2 0.21
C 14.07207 14.62065 8.96073 -0.5 1.2 1.1 -0.61
Nb 9.46722 10.17406 8.48518 4.2 4.2 1.6 1.83
C 8.26606 7.07547 12.05097 -0.3 0.4 -0.7 -0.14
C 7.94764 13.61145 10.36121 -1.0 1.2 -1.9 -0.10
As 7.55926 7.77173 6.52726 -0.8 -0.8 0.2 1.42
H 15.21415 10.01661 12.59197 -0.5 0.3 0.1 0.25
C 14.59169 10.63670 11.94054 1.6 1.3 -0.5 -0.22
C 5.56484 7.40266 6.59725 0.4 -0.3 -0.3 -0.88
C 13.18467 12.06016 9.90637 -2.1 -1.8 -0.6 -0.25
Cl 8.89775 13.55925 6.47293 0.1 -0.2 -0.7 0.12
C 11.59300 9.34646 7.04769 -0.6 2.6 1.1 0.78
C 13.33412 10.25873 11.52662 -1.4 -0.1 -1.1 -0.25
H 13.88725 14.85179 11.68981 -0.2 0.2 -0.1 0.21
C 8.20377 14.04737 7.92508 -0.5 0.0 2.1 -0.13
C 8.28741 6.27344 7.52786 0.7 -0.3 0.4 -0.96
O 10.81780 8.53776 7.65575 -0.8 0.1 -0.1 -0.70
H 9.18880 5.90124 6.98789 -0.5 0.5 0.6 0.28
C 14.89938 14.78630 11.29949 0.2 -0.4 -0.1 -0.61
O 11.26738 10.59194 7.04102 -1.0 -1.3 0.8 -0.64
H 10.35235 7.20285 12.55628 -0.2 0.2 -0.3 0.24
H 16.28276 12.85295 8.68868 -0.1 0.3 -0.1 0.21
N 11.37023 10.27538 10.13660 0.3 -1.3 1.4 -0.54
H 14.60796 15.50223 8.58011 0.0 -0.3 0.1 0.23
H 8.30149 9.03321 4.53306 -0.1 -0.6 -0.4 0.27
C 7.56726 8.68659 10.35226 -1.4 -1.2 0.8 -0.17
C 7.57727 15.27566 8.14852 -0.4 -0.4 -1.8 -0.05
H 8.46346 6.46432 8.61308 0.1 0.2 -1.0 0.29
H 5.31818 7.18087 7.66208 0.4 0.4 -0.7 0.27
C 9.83491 8.59139 10.96554 1.3 -0.8 1.8 -0.08
H 13.13878 15.02682 9.39496 0.2 -0.3 -0.2 0.21
C 15.09580 11.81192 11.38006 -1.0 -1.0 -0.3 -0.15
H 13.04478 7.90355 6.42877 -0.3 0.5 -0.4 0.26
H 6.77728 9.15198 9.79664 -0.4 0.0 -0.1 0.22
H 12.66604 12.55594 9.08962 0.0 0.0 0.2 0.23
H 9.67386 8.10349 5.16218 -0.7 -0.1 0.3 0.27
O 8.84898 11.95118 8.92725 0.6 -2.0 -1.0 -0.64
C 11.12756 9.28711 11.00920 1.3 0.6 0.1 0.13
H 5.25370 6.50151 6.00302 0.6 0.9 0.3 0.28
H 8.51725 7.18705 4.18756 -0.4 0.8 0.3 0.29
C 7.22217 14.84697 10.48561 1.6 -2.3 1.2 -0.05
C 8.29382 13.20890 9.04620 0.8 -0.8 0.9 0.29
H 16.06465 12.21376 11.62250 0.1 -0.2 0.3 0.24
H 15.27719 15.77984 11.11468 -0.1 0.4 -0.4 0.23
H 16.65131 14.60789 8.92246 0.0 -0.6 0.3 0.23
H 15.49998 14.45054 12.13870 0.3 -0.6 -0.1 0.22
H 13.15948 9.54184 5.55143 -0.7 -0.6 0.6 0.28
H 13.81500 14.00405 8.13975 -0.1 -0.7 -1.0 0.20
C 14.90706 13.90151 10.02066 -0.2 0.0 -0.3 -0.08
C 14.34905 12.51494 10.39703 1.5 1.6 1.0 0.03
H 6.23124 7.55291 11.53530 -0.9 -0.5 0.1 0.24
C 8.86141 9.05255 10.10229 0.7 0.5 -0.4 -0.44
H 8.01657 6.20415 12.67500 0.3 0.7 -0.1 0.25
S 12.41331 9.02802 12.26664 -2.1 -0.3 -1.7 0.49
C 8.60002 8.04013 4.89354 0.2 -0.3 0.0 -0.92
C 7.25169 7.72256 11.32011 1.1 0.5 -0.2 -0.20
H 16.97026 13.38323 10.20808 0.3 0.2 -0.3 0.21
C 16.28753 13.68054 9.40389 0.6 0.2 0.6 -0.60
C 12.88912 8.99040 6.47872 3.0 -0.7 -0.3 -0.46
C 7.01213 15.63965 9.36704 0.8 0.0 0.7 -0.10
H 7.54986 5.46974 7.49050 -0.2 0.2 -0.2 0.27
H 5.04927 8.30124 6.24116 0.1 -0.3 0.1 0.27
Cl 6.87182 15.27741 12.12208 -0.3 0.4 -0.7 0.10
Cl 6.34750 17.16273 9.62399 -0.5 0.6 -0.3 0.14
Cl 8.40295 12.62530 11.66556 -0.1 -0.1 0.2 0.11
Cl 14.34070 9.48952 7.57719 -1.6 -0.2 -0.5 -0.02
C 9.55477 7.59100 11.91390 0.1 -0.4 0.0 -0.17
Cl 7.32599 16.22464 6.72925 0.0 0.3 0.4 0.09
S 7.64155 9.86658 7.28955 -2.2 -0.8 -1.5 -0.23
```
Forces are in eV/Å.

## Properties
total energy: -196287.4867 eV
HOMO-LUMO gap: 5.27 eV
multiplicity: 1
charge: +2
relative energy (zero: lowest compared OMol25 entry of this formula, charge and spin): 16.2 kcal/mol



[2]
This record from the OMol25 dataset describes C28H27Cl3IrN3OSe as an isolated structure. The level of theory is ωB97M-V/def2-TZVPD.

```
64
Properties=species:S:1:pos:R:3:forces:R:3:nbo_charge:R:1
C -3.23710 -2.12285 1.81361 0.0 0.0 0.0 -0.23
H 4.40971 -4.22034 -2.85865 0.0 0.0 0.0 0.23
H 2.65164 1.41295 -1.32561 0.0 0.0 0.0 0.22
H 4.05633 1.33148 0.90837 0.0 0.0 0.0 0.23
C -3.39343 -1.19939 -0.91593 0.0 0.0 0.0 -0.42
H 3.83365 -2.39655 2.99630 0.0 0.0 0.0 0.23
C 1.68372 -1.49416 -2.75909 0.0 0.0 0.0 -0.31
C 3.19980 -2.88024 -4.01463 0.0 0.0 0.0 -0.21
H 1.66848 3.05364 1.77022 0.0 0.0 0.0 0.20
H 0.26406 1.99944 2.06917 0.0 0.0 0.0 0.22
N -2.09139 -1.47596 -0.29078 0.0 0.0 0.0 -0.46
C -2.62339 3.22269 0.03455 0.0 0.0 0.0 -0.11
C -2.03198 -1.95398 3.89902 0.0 0.0 0.0 -0.22
Se 0.37577 -0.14645 -2.77803 0.0 0.0 0.0 0.30
H -4.14251 -2.37595 1.28001 0.0 0.0 0.0 0.23
H 1.71569 -1.75787 -0.62827 0.0 0.0 0.0 0.21
C -0.92385 -1.47086 3.23366 0.0 0.0 0.0 -0.15
C 1.98126 -1.64897 2.24385 0.0 0.0 0.0 -0.21
Cl -4.02975 6.93760 0.16159 0.0 0.0 0.0 0.04
H -2.42303 6.38236 -2.12752 0.0 0.0 0.0 0.25
H -0.04976 -1.15777 3.78695 0.0 0.0 0.0 0.23
H 0.21259 3.19044 0.75469 0.0 0.0 0.0 0.22
C -2.13321 -1.64904 1.13208 0.0 0.0 0.0 0.16
N 0.03285 -0.69784 1.10630 -0.1 -0.1 0.0 -0.46
H 3.61694 -3.19517 -4.96148 0.0 0.0 0.0 0.23
H -2.05596 -3.54487 -0.75819 0.0 0.0 0.0 0.20
Cl -2.71870 1.80732 1.05635 0.0 0.0 0.0 0.02
H -2.00844 -2.05606 4.97521 0.0 0.0 0.0 0.23
H -4.05338 -2.65258 3.72062 0.0 0.0 0.0 0.23
C 2.13387 -2.07690 -1.57131 0.0 0.0 0.0 -0.15
Ir -0.64383 0.47513 -0.53613 0.0 0.0 0.0 1.09
C 3.11341 -3.05311 -1.61030 0.0 0.0 0.0 -0.22
H -4.03467 -2.08560 -0.92339 0.0 0.0 0.0 0.20
H -0.45732 -2.79334 -0.53771 0.0 0.0 0.0 0.22
C 2.16140 2.16102 -0.70563 0.0 0.0 0.0 -0.43
H 5.15560 -0.48577 2.15182 0.0 0.0 0.0 0.23
C 4.08845 -0.52420 1.98101 0.0 0.1 0.0 -0.17
C 3.34503 -1.59291 2.46227 0.0 0.0 0.0 -0.20
C 2.10563 0.46118 1.05307 0.0 0.0 0.0 0.23
C -1.88699 3.15425 -1.15439 0.0 -0.1 0.0 0.32
C 1.34461 -0.62367 1.53190 0.1 0.1 0.0 0.05
H -3.89171 -0.39062 -0.38712 0.0 0.0 0.0 0.23
H 1.47081 2.73694 -1.32082 0.0 0.0 0.0 0.23
C 2.22328 -1.90026 -3.98520 0.0 0.0 0.0 -0.18
H -3.84536 4.36794 1.37552 0.0 0.0 0.0 0.25
C -1.45842 -2.64555 -0.93571 0.0 0.0 0.0 -0.41
C -1.83518 4.34001 -1.90836 0.0 0.0 0.0 -0.09
H 3.46348 -3.50128 -0.68944 0.0 0.0 0.0 0.22
C 3.46924 0.50151 1.27684 0.0 0.0 0.0 -0.24
N 1.39273 1.49406 0.35619 0.0 0.0 0.0 -0.47
C -2.48461 5.49311 -1.51689 0.0 0.0 0.0 -0.23
H 2.91236 2.83961 -0.29078 0.0 0.0 0.0 0.20
Cl -0.91083 4.33712 -3.36793 0.0 0.0 0.0 0.04
C -0.95714 -1.31156 1.83888 0.0 0.0 0.0 0.08
H 1.87446 -1.44506 -4.90297 0.0 0.0 0.0 0.23
C -3.18536 -2.27989 3.19425 0.0 0.0 0.0 -0.15
H -3.21929 -0.89506 -1.94720 0.0 0.0 0.0 0.22
O -1.25672 2.07646 -1.59962 0.0 0.0 0.0 -0.79
C 0.85234 2.49643 1.30029 0.0 0.0 0.0 -0.42
C -3.28425 4.36456 0.45227 0.0 0.0 0.0 -0.23
C -3.21115 5.49743 -0.33546 0.0 0.0 0.0 -0.04
H -1.38991 -2.46558 -2.00696 0.0 0.0 0.0 0.22
H 1.41430 -2.51203 2.56511 0.0 0.0 0.0 0.23
C 3.64512 -3.45542 -2.83047 0.0 0.0 0.0 -0.17
```
Forces are in eV/Å.

## Properties
total energy: -141736.5372 eV
HOMO-LUMO gap (spin up / spin down): 8.02 / 5.54 eV
multiplicity: 6
charge: +1
relative energy (zero: lowest compared OMol25 entry of this formula, charge and spin): 0.0 kcal/mol



[3]
This record from the OMol25 dataset describes C28H27FN3O6PRuS5Te as an isolated structure. The level of theory is ωB97M-V/def2-TZVPD.

```
73
Properties=species:S:1:pos:R:3:forces:R:3:mulliken_charge:R:1
H -4.00032 -4.90798 3.16204 0.0 0.0 0.0 0.32
C 2.00151 0.89459 0.20666 -0.1 -0.2 0.0 -0.04
C -0.40377 4.54582 2.84718 0.0 0.0 0.0 -0.67
O 0.19097 0.56598 1.76752 0.0 -0.2 -0.1 -0.58
H -3.36423 5.94815 1.87958 0.0 0.0 0.0 0.37
N -4.17877 3.17888 2.10208 -0.2 -0.1 0.0 0.09
H 0.61384 4.84397 3.06481 0.0 0.0 0.0 0.42
H -4.69410 1.11055 2.19474 0.0 0.0 0.0 0.47
H 5.51315 2.08233 -3.02404 0.0 0.0 0.0 0.33
C -2.53409 1.20056 -2.10241 0.0 0.0 0.0 0.42
C -2.08966 1.92428 -4.59516 0.0 -0.1 0.0 0.10
H 6.27913 -0.86643 -2.77456 0.0 0.0 0.0 0.33
O -2.41778 -3.84350 0.64900 0.0 -0.2 0.3 -0.25
C 5.48254 1.20569 -1.06898 0.1 0.0 0.0 0.37
O -0.89655 -0.85711 -0.53157 -0.2 -0.6 -0.2 -0.53
N -2.69303 1.61934 2.65165 0.0 -0.1 -0.2 -0.57
H 6.00224 0.00672 -4.27026 0.0 0.0 0.0 0.43
C 3.61775 -1.13952 -4.11349 0.0 0.0 0.0 -0.91
C -2.98481 3.85016 2.27283 0.2 0.0 0.1 0.69
H 0.44591 -1.21417 -2.92243 0.0 0.0 0.0 0.69
C 1.48756 -0.93377 -2.99919 0.0 0.1 0.0 -0.91
H -4.49133 -3.81617 0.69930 0.0 0.0 0.0 0.30
S -0.59403 1.38493 -3.91860 -0.1 0.1 0.0 0.06
C -3.68112 -4.04616 0.00409 0.0 0.1 -0.1 -0.15
H -5.02174 3.54325 1.69531 0.0 0.0 0.0 0.23
C 5.99350 1.24865 -2.50238 0.0 0.0 0.0 -1.05
H -2.99089 -6.14989 2.39363 0.0 0.0 0.0 0.19
O 2.05454 1.59435 2.45761 0.0 -0.1 0.1 -0.82
C 3.34295 1.09387 0.10677 0.0 0.0 0.1 -0.66
C 1.35680 1.01793 1.61449 0.0 0.6 -0.1 0.00
H -2.89615 -3.33390 -1.86147 0.0 0.0 0.0 0.26
H 5.57999 2.50628 0.69459 0.0 0.0 0.0 0.46
C 2.27024 -1.42590 -4.01140 0.0 0.0 0.0 -0.02
C -1.20867 1.00609 -2.33332 0.3 -0.1 0.1 -0.44
H -3.73537 -5.10339 -0.26522 0.0 0.0 0.0 0.28
P -2.16534 -3.22417 2.10701 0.0 0.2 -0.4 0.90
C -3.93223 1.86403 2.32044 0.0 0.1 0.0 -0.78
C -3.75639 -3.15561 -1.21557 0.0 0.0 0.0 -0.91
C -3.03932 -5.43076 3.21579 0.0 0.0 0.0 -0.02
S -0.39969 0.54427 -0.82198 -0.1 0.6 0.1 0.76
H -3.69976 -6.81979 4.71389 0.0 0.0 0.0 0.39
O -1.97363 -4.49133 3.06324 0.0 0.0 0.1 -0.37
H -1.01762 6.55391 2.38494 0.0 0.0 0.0 0.37
H -2.89619 -5.37532 5.35359 0.0 0.0 0.0 0.32
C 5.69897 -0.05342 -3.22346 0.0 0.0 0.0 -1.14
C 3.46432 0.15794 -2.09340 -0.1 -0.1 -0.1 -1.29
C -0.74614 3.21153 2.95295 0.0 0.0 0.0 -0.57
H -1.93768 -6.65882 4.59936 0.0 0.0 0.0 0.31
H 4.18825 -1.54229 -4.94104 0.0 0.0 0.0 0.49
C -1.33285 5.52024 2.45755 0.0 0.1 0.0 -0.36
S -3.41906 1.78918 -3.49502 0.2 0.0 0.0 -0.17
H -3.75258 -2.10516 -0.92052 0.0 0.0 0.0 0.00
C 4.22842 -0.35914 -3.14312 0.0 0.0 0.0 1.53
C 5.79027 2.52587 -0.37199 0.0 0.0 0.0 -1.57
C 2.07093 -0.09237 -2.04054 0.0 -0.1 0.0 0.53
C 1.32250 0.47545 -0.96206 -0.1 0.1 -0.1 0.58
F 1.71407 -2.22663 -4.94644 0.0 0.0 0.0 -0.38
H 6.85036 2.75134 -0.49575 0.0 0.0 0.0 0.44
N 4.04218 0.91382 -1.06341 0.0 0.0 0.1 0.47
H 3.88478 1.41175 0.98305 0.0 0.0 0.0 0.52
C -2.88148 -6.11526 4.55365 0.0 0.0 0.0 -1.38
Te -3.98411 -1.80373 2.73492 -0.3 -0.2 0.1 -0.26
H -0.02284 2.46274 3.24228 0.0 0.0 0.0 0.45
H 5.99885 0.38990 -0.54385 0.0 0.0 0.0 0.14
O -0.92176 -2.41283 2.09570 0.1 0.0 0.0 -0.68
H -4.66920 -3.36127 -1.77921 0.0 0.0 0.0 0.44
H 7.06537 1.45117 -2.48057 0.0 0.0 0.0 0.39
C -2.64411 5.19406 2.17172 0.0 0.0 0.0 -1.02
C -2.05897 2.86322 2.64038 -0.1 0.1 0.0 0.74
S -3.38657 0.96978 -0.62490 -0.3 0.0 0.1 -0.35
H 5.20888 3.33236 -0.82245 0.0 0.0 0.0 0.36
Ru -2.00446 -0.33974 1.37480 0.5 0.3 0.3 1.17
S -2.24237 2.45058 -6.14939 0.0 0.1 0.0 -0.29
```
Forces are in eV/Å.

## Properties
total energy: -122291.0012 eV
HOMO-LUMO gap (spin up / spin down): 6.37 / 6.44 eV
multiplicity: 6
charge: -1
relative energy (zero: lowest compared OMol25 entry of this formula, charge and spin): 68.1 kcal/mol



[4]
This record from the OMol25 dataset describes C28H27IrN3SSi as an isolated structure at a distorted geometry. The level of theory is ωB97M-V/def2-TZVPD.

```
61
Properties=species:S:1:pos:R:3:forces:R:3:mulliken_charge:R:1
C -2.99031 2.52655 -4.33023 0.2 -0.1 0.2 -0.58
H 0.38768 -1.70503 -1.10317 -0.7 -0.3 -0.3 -0.43
H 0.26406 1.50747 -4.44146 -0.1 -0.1 0.0 0.37
H -3.69334 3.19351 -4.84671 0.4 -0.4 0.2 0.39
N 0.56105 -1.58189 1.09503 0.3 -1.5 0.2 -0.07
H 2.54399 1.80277 -0.14358 -0.3 -0.1 0.4 0.49
N -0.96139 -0.02478 3.31806 -0.4 1.9 0.7 -0.23
C 0.00399 -2.13573 2.26082 -1.2 5.5 0.8 0.20
C 3.63639 -2.07535 -3.55760 -0.3 0.0 0.5 -0.75
C -1.12116 0.37150 4.62304 0.4 -1.3 -1.1 0.49
H 0.50102 2.31622 -1.80374 0.1 0.0 0.1 1.06
C -0.57287 -1.31659 3.31296 1.4 -1.8 -1.9 0.04
C -0.87197 -0.66939 6.83884 0.0 -1.2 -0.4 -0.62
H -0.32273 -2.71949 4.87370 0.0 -0.1 0.2 0.25
C 0.92451 1.71056 1.49504 -0.9 -0.2 -0.3 -0.57
H -2.26307 -1.68986 -3.11734 -0.2 -0.1 0.3 0.45
H 4.35502 1.22578 -3.46080 -0.1 -0.1 -0.1 0.44
C 2.35139 -2.02384 -2.99502 0.5 0.1 -0.2 -0.38
H -1.50210 2.49910 4.56688 0.1 -0.1 0.3 0.50
H -1.31400 -0.54620 -0.41650 0.1 0.5 0.3 -0.01
C -0.90429 -0.75049 5.45979 0.5 -0.4 -0.8 0.53
N -0.58130 -1.78511 4.60165 -0.5 -0.2 1.5 0.02
H -0.10949 -4.12052 3.15889 0.1 -0.3 -0.3 0.48
H 4.08362 -3.03891 -3.75912 0.0 0.0 -0.1 0.41
C 3.78040 0.30740 -3.40004 -0.1 0.1 0.2 -1.03
H -0.98070 -1.90085 -4.29446 0.2 -0.1 0.7 0.34
Si -0.12649 -0.74997 -2.28409 -0.1 1.9 -1.2 0.53
C -1.20865 -1.90654 -3.20890 0.9 -1.7 0.3 -1.26
H 1.85109 -2.94821 -2.71427 -0.1 0.0 -0.4 0.50
H -1.32455 2.99345 -5.58707 0.0 -0.2 0.0 0.42
H -1.79922 2.25647 -0.47661 0.3 0.0 0.2 0.71
C -1.28089 1.72959 6.61126 0.1 -0.8 2.0 -0.61
C 2.47310 0.36225 -2.89374 0.9 0.4 -0.2 0.07
H -1.41128 2.70054 7.09614 0.0 -0.4 -0.2 0.42
C 1.50188 1.85336 0.17538 -0.6 0.9 -0.4 -0.91
Ir 0.07794 0.14093 0.09107 0.3 -1.0 0.3 0.55
C -3.38117 1.80790 -3.20210 0.3 -0.1 0.2 -0.61
C 1.72084 -0.79622 -2.74712 -0.4 0.0 -0.1 0.52
H -0.70304 -1.57359 7.41899 0.0 0.3 0.2 0.43
S 1.33968 -4.02166 1.15748 0.6 -1.3 0.1 -0.12
C -0.76063 1.55576 -4.07941 -0.3 0.1 -0.1 -0.37
C -1.32896 1.63820 5.21260 -0.1 -0.3 -1.5 -0.40
H 2.07782 1.33432 -2.58231 0.1 -0.4 -0.4 0.43
H -4.38393 1.92337 -2.80751 0.0 -0.1 0.0 0.42
H 1.48806 1.50533 2.42082 -0.5 0.1 -0.7 0.40
C 1.34911 -2.46616 0.46434 -1.0 1.1 1.0 0.15
C -1.16459 0.78968 -2.98239 0.5 0.2 0.1 0.86
C 0.42219 2.10307 -0.75088 0.2 0.6 0.3 -0.69
C -1.06652 0.59560 7.41325 -0.4 2.2 -0.1 -0.52
H -1.28220 1.76251 2.13690 0.7 0.2 -0.6 0.41
C 0.24709 -3.49814 2.35521 0.5 -2.9 0.6 -0.73
H -0.90601 -2.85458 -2.70744 -0.8 -0.1 -1.0 0.35
C -2.47932 0.96172 -2.54173 -0.5 0.2 -0.1 -0.98
H -1.03665 0.70245 8.49536 0.0 0.0 -0.3 0.42
H 5.36588 -0.94172 -4.19967 -0.3 0.0 0.1 0.42
C -0.81979 2.08756 -0.03678 0.4 0.3 0.4 -0.79
C 4.36151 -0.90426 -3.77827 -0.5 0.1 0.2 -0.52
C -0.52102 1.84170 1.35580 0.1 1.1 0.1 0.13
H -2.83928 0.43590 -1.65660 0.0 0.0 -0.2 0.51
C -1.67026 2.39675 -4.74741 0.3 0.1 0.0 -0.58
H 2.01384 -2.19415 -0.35519 -0.1 -0.1 0.1 0.65
```
Forces are in eV/Å.

## Properties
total energy: -55472.3635 eV
HOMO-LUMO gap (spin up / spin down): 5.68 / 3.13 eV
multiplicity: 6
charge: +2
relative energy (zero: lowest compared OMol25 entry of this formula, charge and spin): 57.7 kcal/mol